Entry from OMol25: C12H12O in the gas phase in a non-equilibrium geometry (the ωB97M-V functional and the def2-TZVPD basis).

Calculated values
ΔE to the lowest compared entry with this formula, charge and spin = 4.583 eV
Kohn-Sham gap = 0.271 Ha

The geometry in XYZ format:
```
25
C12H12O (the ωB97M-V functional and the def2-TZVPD basis)
C -2.450 -0.082 -0.380
C -1.944 -1.293 0.248
C -0.655 -1.369 0.650
C -0.275 -2.700 1.237
C 1.026 -2.896 1.461
C 2.125 -1.966 1.224
C 1.811 -0.719 0.773
C 0.417 -0.401 0.386
C 0.258 0.811 -0.100
C 0.573 1.868 -0.765
C 0.220 3.305 -0.288
C 1.038 1.719 -2.144
O 0.723 2.462 -2.998
H -2.538 -0.110 -1.463
H -1.895 0.889 -0.260
H -3.474 0.284 -0.259
H -2.746 -2.008 0.531
H -0.973 -3.480 1.617
H 1.388 -3.916 1.578
H 3.178 -2.215 1.543
H 2.433 0.117 0.513
H -0.204 3.329 0.715
H -0.660 3.558 -0.898
H 1.079 4.024 -0.595
H 1.545 0.788 -2.327
```

Atom charges from the natural (NBO) analysis, given in e for atoms 1 to 2:
1. C -0.688
2. C -0.129

***

Entry from OMol25: a 2-piece molecular cluster, C12H13BrFN overall in a non-equilibrium geometry (the ωB97M-V functional and the def2-TZVPD basis).

Calculated values
ΔE to the lowest compared entry with this formula, charge and spin = 1.230 eV
Kohn-Sham gap = 0.351 Ha

The geometry in XYZ format:
```
28
C12H13BrFN (the ωB97M-V functional and the def2-TZVPD basis)
C -0.670 1.780 0.707
C -2.724 -2.934 0.118
C -1.545 -2.990 0.897
C -2.950 -1.763 -0.582
C -1.041 -0.614 0.368
C -0.786 -1.811 1.058
C -2.156 -0.588 -0.472
C 1.446 2.501 -1.047
C 2.273 0.156 -1.069
C 1.283 0.820 1.677
C 1.069 1.041 -0.854
C 0.415 0.865 0.415
N -1.456 2.447 1.138
F 0.347 -1.937 1.758
Br -2.503 0.953 -1.491
H -3.448 -3.828 -0.050
H -1.166 -3.882 1.334
H -3.868 -1.663 -1.259
H 2.076 2.657 -0.231
H 2.024 2.583 -1.947
H 0.751 3.254 -1.038
H 2.665 0.326 -2.106
H 3.178 0.356 -0.405
H 1.815 -0.748 -0.924
H 0.710 0.496 2.510
H 1.851 1.753 1.818
H 2.078 0.039 1.417
H 0.329 0.734 -1.739
```

Atom charges from the natural (NBO) analysis, given in e for atoms 1 to 2:
1. C 0.255
2. C -0.194

***

Entry from OMol25: a 2-piece molecular cluster, C12H13F6NO7S overall in a non-equilibrium geometry (the ωB97M-V functional and the def2-TZVPD basis).

Calculated values
Kohn-Sham gap = 0.175 Ha

The geometry in XYZ format:
```
40
C12H13F6NO7S (the ωB97M-V functional and the def2-TZVPD basis)
C -4.559 2.162 0.914
C -4.522 0.595 1.101
O -3.345 0.014 0.523
C -3.620 -1.268 -0.020
O -2.428 -2.043 -0.178
C -1.764 -2.208 1.019
O -2.404 -2.438 2.016
C -0.225 -2.173 1.176
C 0.332 -3.080 2.213
C 1.757 -3.139 2.419
N 2.591 -2.351 1.648
C 2.128 -1.486 0.701
C 0.694 -1.334 0.401
C 0.169 -0.338 -0.678
O -0.427 0.797 -0.019
C 0.436 1.870 0.009
F 0.168 2.722 -1.014
F 1.737 1.504 0.104
F 0.155 2.578 1.167
H -5.232 2.623 1.694
H -4.987 2.475 -0.076
H -3.537 2.579 1.092
H -4.552 0.391 2.208
H -5.472 0.193 0.649
H -4.407 -1.813 0.578
H -4.081 -1.106 -1.039
H -0.324 -3.748 2.823
H 2.142 -3.845 3.195
H 3.602 -2.431 1.800
H 2.889 -0.902 0.125
H -0.673 -0.863 -1.211
H 0.925 -0.086 -1.463
C 4.746 2.780 -2.580
F 5.758 2.710 -1.686
F 3.664 3.215 -1.886
F 5.067 3.772 -3.431
S 4.447 1.164 -3.447
O 4.114 0.222 -2.378
O 5.693 0.862 -4.119
O 3.343 1.425 -4.350
```

Atom charges from the natural (NBO) analysis, given in e for atoms 1 to 2:
1. C -0.634
2. C -0.076

***

Entry from OMol25: C12H13IO2 in the gas phase in a non-equilibrium geometry (the ωB97M-V functional and the def2-TZVPD basis).

Calculated values
ΔE to the lowest compared entry with this formula, charge and spin = 1.252 eV
Kohn-Sham gap (alpha / beta) = 0.274 / 0.274 Ha

The geometry in XYZ format:
```
28
C12H13IO2 (the ωB97M-V functional and the def2-TZVPD basis)
C 0.856 0.883 3.394
C 0.278 1.773 2.488
C 1.555 -0.186 2.957
C 0.085 1.391 1.173
C 1.365 -0.684 1.699
C 0.549 0.151 0.796
C 0.246 -2.800 -0.644
C -1.076 -2.981 0.028
C -1.751 -1.726 0.070
C 0.164 -0.436 -0.461
C 0.654 0.874 -2.660
C -0.334 0.317 -1.633
O 0.930 -3.722 -1.017
O 0.825 -1.615 -0.691
I -2.688 -1.269 1.882
H 0.687 1.203 4.412
H -0.472 2.503 2.814
H 2.269 -0.738 3.631
H -0.628 1.989 0.625
H 2.000 -1.537 1.341
H -1.410 -3.786 -0.636
H -0.833 -3.506 0.956
H -2.462 -1.666 -0.835
H 0.794 1.973 -2.468
H 0.357 0.761 -3.688
H 1.596 0.304 -2.565
H -0.864 -0.476 -2.152
H -0.879 1.178 -1.305
```

Atom charges from the natural (NBO) analysis, given in e for atoms 1 to 2:
1. C -0.202
2. C -0.195